Density functional theory data (ωB97M-V/def2-TZVPD) for a 5-piece molecular cluster, C36H47BF4NO5PS overall at a distorted geometry.

```
96
Properties=species:S:1:pos:R:3:forces:R:3:mulliken_charge:R:1
C 3.926 0.754 -1.797 0.10 0.41 -0.07 -1.0541
C 2.961 -0.104 -2.655 -0.36 0.31 0.47 -1.1827
C 2.276 -1.295 -1.885 0.50 0.75 -0.63 -0.9549
C 1.270 -0.667 -0.870 -0.23 -0.74 0.48 -0.0202
C -0.123 -1.347 -0.772 -0.49 0.15 -0.18 -2.3804
C -0.862 -1.565 -2.120 -1.18 -0.09 0.02 1.2687
C -2.164 -2.404 -1.773 0.88 -0.63 -0.43 -1.0663
C -1.249 -0.250 -2.884 0.34 -0.50 -0.14 -1.3835
S 1.906 -0.586 0.871 -1.76 1.91 3.35 1.3714
O 1.801 0.808 1.381 0.88 -2.57 -1.88 -0.6759
O 1.182 -1.511 1.764 1.94 0.71 -2.24 -0.6744
O 3.512 -0.903 0.757 -1.68 0.19 -0.41 -0.3439
C 3.774 -2.178 0.159 0.92 -0.86 0.18 -1.0959
C 3.273 -2.367 -1.315 -0.09 -1.32 -0.15 1.8955
P 2.316 -4.011 -1.323 -1.57 -0.11 2.71 0.3349
O 1.457 -4.217 -0.088 0.99 0.40 -1.48 -0.6496
B 4.554 -2.636 -2.285 0.21 0.02 -0.68 0.4136
O 4.560 -3.816 -3.112 -0.22 1.58 0.74 -0.6070
N 5.711 -1.720 -2.401 0.44 -1.71 -1.22 -0.1131
C 6.112 -1.747 -3.843 -0.04 0.19 -0.51 -1.2080
C 6.909 -2.204 -1.642 -0.51 1.24 1.66 -1.0522
H 3.371 1.413 -1.096 0.16 -0.40 -0.40 0.2382
H 4.524 1.419 -2.451 -0.34 -0.33 0.29 0.4043
H 4.638 0.180 -1.188 -0.35 0.09 -0.44 0.1081
H 2.119 0.567 -2.940 0.43 -0.41 -0.06 0.6787
H 3.391 -0.426 -3.627 0.09 -0.06 0.69 0.3886
H 1.690 -1.819 -2.671 0.11 0.36 0.57 0.3689
H 1.093 0.397 -1.120 0.39 -0.51 0.22 0.8453
H -0.126 -2.305 -0.222 0.55 0.44 -0.28 0.4900
H -0.766 -0.666 -0.170 0.31 -0.36 -0.29 0.5704
H -0.312 -2.206 -2.839 0.10 0.42 0.64 0.1081
H -2.206 -2.619 -0.691 -0.36 0.35 -0.50 0.0612
H -2.071 -3.400 -2.255 -0.18 0.48 0.27 0.2926
H -3.084 -1.950 -2.171 0.31 -0.07 0.46 0.3391
H -0.918 -0.353 -3.937 -0.16 0.33 0.47 0.2755
H -0.781 0.651 -2.449 -0.23 -0.31 -0.21 0.2643
H -2.345 -0.122 -2.909 0.54 0.12 0.14 0.4069
H 4.879 -2.283 0.155 -0.58 0.42 0.20 0.1542
H 3.416 -2.956 0.866 -0.20 0.31 -0.64 0.4922
H 1.453 -3.935 -2.467 0.88 -0.17 -0.11 0.0281
H 3.212 -5.120 -1.410 -0.16 0.61 -0.53 0.1091
H 3.923 -3.704 -3.821 -0.27 -0.45 -0.26 0.3321
H 5.231 -1.723 -4.516 0.40 0.20 0.39 0.3416
H 6.671 -2.667 -4.108 -0.27 0.39 0.17 0.4396
H 6.749 -0.879 -4.100 -0.34 -0.30 0.32 0.2889
H 7.205 -1.389 -0.942 -0.01 -0.53 -0.34 0.3289
H 7.789 -2.402 -2.269 -0.56 -0.29 0.09 0.3468
H 6.622 -3.056 -0.996 0.61 0.09 -0.45 0.3577
F -4.055 -5.025 -0.277 0.05 -0.05 -0.07 -0.3375
C -4.754 -4.269 0.587 -0.30 0.37 0.42 0.3624
C -6.133 -4.218 0.482 -0.06 -0.15 -0.19 -0.6037
C -6.855 -3.439 1.378 0.22 0.05 0.09 -0.1930
C -6.191 -2.713 2.360 -0.06 0.02 0.02 -0.6476
C -4.806 -2.769 2.451 -0.18 -0.09 -0.13 -0.4427
C -4.082 -3.554 1.564 0.25 -0.05 -0.06 -0.3608
H -6.633 -4.784 -0.294 0.02 -0.01 0.02 0.4731
H -7.935 -3.398 1.309 0.02 0.01 -0.04 0.3972
H -6.755 -2.103 3.055 0.02 -0.02 -0.02 0.3900
H -4.288 -2.201 3.213 0.02 -0.04 -0.02 0.3857
H -3.002 -3.616 1.627 -0.01 -0.03 -0.03 0.5746
F 0.817 6.892 0.244 -0.02 0.07 -0.05 -0.3220
C 1.233 6.059 1.218 0.17 -0.36 0.36 0.3459
C 1.333 4.704 0.955 -0.03 0.02 -0.14 -0.6221
C 1.767 3.846 1.959 0.03 0.10 0.11 -0.2987
C 2.085 4.354 3.215 0.00 0.04 -0.01 -0.7102
C 1.975 5.717 3.466 -0.01 -0.18 -0.15 -0.4028
C 1.551 6.576 2.460 -0.04 0.25 -0.01 -0.5279
H 1.073 4.328 -0.026 0.00 0.03 0.00 0.4600
H 1.856 2.784 1.762 -0.04 0.27 0.03 0.7668
H 2.418 3.684 3.997 -0.01 0.01 -0.03 0.4200
H 2.218 6.110 4.445 0.00 0.03 -0.04 0.3905
H 1.467 7.642 2.635 -0.06 -0.02 -0.02 0.6037
F -10.624 -3.891 0.880 0.00 0.08 0.04 -0.3354
C -10.411 -5.048 0.226 0.08 -0.48 -0.28 0.3617
C -9.517 -5.964 0.748 0.10 0.07 0.23 -0.3536
C -9.300 -7.160 0.076 -0.17 0.11 -0.19 -0.4169
C -9.971 -7.419 -1.114 0.02 -0.04 -0.01 -0.4910
C -10.863 -6.486 -1.629 0.15 -0.03 0.20 -0.3274
C -11.090 -5.294 -0.954 -0.12 0.16 -0.06 -0.4948
H -8.998 -5.741 1.671 -0.03 0.01 -0.01 0.5304
H -8.607 -7.888 0.478 0.00 0.05 0.01 0.3839
H -9.797 -8.350 -1.639 -0.01 0.03 0.01 0.3796
H -11.382 -6.687 -2.557 -0.01 0.03 0.03 0.3597
H -11.788 -4.559 -1.335 0.03 0.01 0.03 0.4115
F 5.848 8.816 4.338 0.06 -0.06 0.02 -0.3092
C 4.991 9.789 3.984 -0.34 0.40 -0.14 0.2714
C 5.208 11.079 4.435 0.17 0.02 0.12 -0.4243
C 4.324 12.084 4.065 -0.12 -0.22 -0.12 -0.3538
C 3.232 11.787 3.257 -0.02 0.06 0.00 -0.4955
C 3.025 10.486 2.815 0.16 0.12 0.14 -0.2979
C 3.912 9.480 3.176 -0.01 -0.24 -0.06 -0.4093
H 6.060 11.289 5.069 0.00 -0.04 -0.02 0.4111
H 4.487 13.098 4.406 0.02 -0.03 0.02 0.3559
H 2.542 12.572 2.973 0.02 -0.03 0.01 0.3657
H 2.172 10.254 2.190 0.04 -0.02 -0.01 0.4000
H 3.772 8.463 2.833 0.04 0.00 0.03 0.4962
```
Positions in Å, forces in eV/Å.

Output
Calculated total energy, a.u.: -2994.7550
SMILES: CC[C@@H]1[C@@H](CC(C)C)S(=O)(=O)OC[C@]1([PH2]=O)B(O)N(C)C.Fc1ccccc1.Fc1ccccc1.Fc1ccccc1.Fc1ccccc1
Highest occupied orbital energy, eV: -8.90
Maximum force, eV/Å: 4.245